# 1
Entry from the Open Molecules 2025 dataset: C41H43BCl5N10O2S2Ta as an isolated structure in a non-equilibrium geometry (the ωB97M-V functional and the def2-TZVPD basis).

Properties
Molecular weight (g/mol): 1141.02
Maximum force (eV/Å): 1.64
Energy (a.u.): -5465.11304
LUMO (eV): -6.674
Gap between HOMO and LUMO (eV): 6.00
Energy relative to the best compared isomer or geometry (same formula, charge and spin) (kJ/mol): 169.9
HOMO (Ha): -0.46581

The geometry in ORCA input format:
```
! wB97M-V def2-TZVPD RIJCOSX def2/J DEFGRID3
* xyz 2 1
Ta 0.28 -0.29 -0.19
C -2.89 1.44 -1.70
C -2.95 0.52 -0.53
C -4.15 0.09 -0.01
C -3.85 -0.87 0.95
C -4.80 -1.66 1.78
N -2.53 -0.99 1.02
N -1.92 -0.13 0.12
B -1.75 -2.00 1.87
N -0.75 -1.30 2.76
N 0.49 -1.03 2.23
C 1.28 -0.77 3.29
C 2.75 -0.52 3.23
C 0.55 -0.85 4.47
C -0.74 -1.20 4.10
C -1.93 -1.47 4.95
N -0.92 -2.91 0.94
N -0.15 -2.40 -0.08
C 0.36 -3.49 -0.72
C 1.12 -3.38 -1.98
C -0.05 -4.65 -0.11
C -0.86 -4.24 0.95
C -1.56 -5.08 1.96
H -3.24 0.89 -2.58
H -3.59 2.26 -1.52
H -1.92 1.86 -1.90
H -5.13 0.42 -0.30
H -5.82 -1.32 1.59
H -4.74 -2.72 1.55
H -4.60 -1.54 2.85
H -2.51 -2.65 2.50
H 3.20 -0.90 2.32
H 2.98 0.54 3.34
H 3.22 -1.03 4.07
H 0.92 -0.70 5.47
H -1.69 -1.30 5.99
H -2.77 -0.83 4.67
H -2.27 -2.51 4.84
H 1.73 -1.83 -3.04
H 2.08 -3.89 -1.90
H 0.55 -3.83 -2.80
H 0.19 -5.66 -0.39
H -1.29 -6.12 1.81
H -1.29 -4.78 2.97
H -2.64 -4.99 1.86
C 6.68 -0.15 -5.28
C 5.81 -0.50 -4.10
C 4.49 -0.05 -4.03
C 3.68 -0.38 -2.95
C 4.20 -1.16 -1.92
C 5.51 -1.62 -1.97
C 6.30 -1.29 -3.07
S 3.28 -1.68 -0.47
O 1.28 -1.99 -2.21
O 4.27 -1.71 0.61
N 2.26 -0.17 -0.25
C 2.98 0.92 0.32
C 4.30 1.24 0.19
C 4.81 2.36 0.91
C 4.02 3.10 1.74
C 2.65 2.76 1.90
C 1.76 3.39 2.81
C 0.49 2.91 2.95
C 0.06 1.86 2.12
N 0.85 1.29 1.23
C 2.16 1.69 1.15
H 6.24 0.65 -5.87
H 6.81 -1.01 -5.92
H 7.66 0.17 -4.95
H 4.09 0.59 -4.81
H 2.67 0.00 -2.90
H 5.92 -2.20 -1.16
H 7.32 -1.64 -3.11
H 4.97 0.67 -0.43
H 5.86 2.60 0.79
H 4.43 3.92 2.31
H 2.11 4.22 3.40
H -0.20 3.33 3.66
H -0.95 1.48 2.20
C -2.61 6.36 -0.36
N -1.19 6.17 -0.24
C -0.27 7.31 -0.25
C 1.11 6.64 -0.26
N 0.78 5.26 0.10
C -0.55 5.01 -0.05
S -1.26 3.48 0.02
H -2.94 7.12 0.35
H -3.11 5.42 -0.13
H -2.87 6.68 -1.37
H -0.43 7.93 0.63
H -0.45 7.92 -1.14
H 1.78 7.08 0.48
H 1.58 6.69 -1.24
H 1.43 4.51 -0.05
Cl -1.80 -1.79 -2.59
C -0.93 -0.40 -3.16
C -0.09 0.33 -2.29
C 0.54 1.43 -2.88
Cl 1.62 2.40 -1.93
C 0.37 1.81 -4.21
Cl 1.18 3.18 -4.84
C -0.47 1.06 -5.02
Cl -0.70 1.50 -6.65
C -1.12 -0.06 -4.50
Cl -2.16 -0.98 -5.50
*
```

---

# 2
Entry from the Open Molecules 2025 dataset: one molecule with the formula C5H8O (the ωB97M-V functional and the def2-TZVPD basis).

Properties
Molecular weight (g/mol): 84.12
Maximum force (eV/Å): 0.90
Energy (a.u.): -270.46195
LUMO (eV): 0.936
Gap between HOMO and LUMO (eV): 11.04
Energy relative to the best compared isomer or geometry (same formula, charge and spin) (kJ/mol): 251.9
HOMO (Ha): -0.37148

The geometry in ORCA input format:
```
! wB97M-V def2-TZVPD RIJCOSX def2/J DEFGRID3
* xyz 0 1
C -0.89 -2.17 -1.33
C -0.19 -1.31 -0.86
C 0.19 -0.59 0.37
O -0.59 -1.19 1.40
C -0.18 0.89 0.40
C 0.79 1.82 -0.32
H -1.58 -2.94 -1.57
H 1.26 -0.72 0.59
H -0.46 -2.15 1.33
H -1.20 1.00 0.00
H -0.23 1.15 1.47
H 1.80 1.72 0.08
H 0.48 2.86 -0.18
H 0.82 1.62 -1.40
*
```

---

# 3
Entry from the Open Molecules 2025 dataset: C6H7NO2 as an isolated structure in a non-equilibrium geometry (the ωB97M-V functional and the def2-TZVPD basis).

Properties
Molecular weight (g/mol): 125.13
Maximum force (eV/Å): 5.48
Energy (a.u.): -437.86409
LUMO (eV): 0.216
Gap between HOMO and LUMO (eV): 8.38
Energy relative to the best compared isomer or geometry (same formula, charge and spin) (kJ/mol): 534.8
HOMO (Ha): -0.30018

The geometry in ORCA input format:
```
! wB97M-V def2-TZVPD RIJCOSX def2/J DEFGRID3
* xyz 0 1
C 1.10 1.67 0.10
C 0.31 0.40 -0.24
C 0.66 -0.81 0.46
C -0.23 -1.88 0.70
C -1.33 -1.77 -0.17
C -0.73 0.46 -1.04
H 2.88 2.08 0.95
H 1.10 2.70 -0.68
H 0.59 2.09 1.28
H 1.54 -0.90 1.15
H -0.28 -2.84 1.22
H -2.36 -2.40 0.01
H -1.36 1.20 -1.63
N -1.65 -0.66 -0.89
O 2.40 1.23 0.45
O -2.66 -0.58 -1.67
*
```

---

# 4
Entry from the Open Molecules 2025 dataset: a 3-piece molecular cluster, C31H51Br2F16N2O11P2S overall in a non-equilibrium geometry (the ωB97M-V functional and the def2-TZVPD basis).

Properties
Molecular weight (g/mol): 1185.54
Maximum force (eV/Å): 11.66
Energy (a.u.): -9974.67474
LUMO (eV): -4.362
Gap between HOMO and LUMO (eV): 6.70
HOMO (Ha): -0.40669

The geometry in ORCA input format:
```
! wB97M-V def2-TZVPD RIJCOSX def2/J DEFGRID3
* xyz 1 1
C 0.84 6.27 2.96
C -0.07 5.07 2.27
O -1.12 4.64 3.00
O 0.20 4.52 0.92
C 1.33 3.54 0.95
C 1.00 2.48 -0.29
C 0.15 1.15 0.20
C 0.91 0.09 1.24
C 1.94 -1.01 0.60
C 1.69 -2.56 1.07
C 2.20 -2.91 2.59
F 2.28 -1.69 3.48
Br 4.08 -3.69 2.61
C 1.25 -4.01 3.39
F 0.41 -3.33 4.44
F 0.39 -4.81 2.46
Br 2.50 -5.32 4.31
C -0.34 -0.38 2.19
C -1.77 0.40 1.80
N -2.06 1.24 3.02
C -2.95 0.61 3.86
O -4.00 0.24 4.62
N -1.27 1.38 0.76
C -2.19 1.90 -0.31
C -3.44 0.92 -0.70
C -4.87 1.45 -0.01
F -5.74 0.22 0.03
F -4.50 1.94 1.34
C -5.57 2.56 -0.99
F -6.32 1.77 -2.04
F -4.59 3.38 -1.75
C -6.75 3.47 -0.23
F -7.32 2.57 0.80
F -7.79 3.68 -1.32
C -6.15 4.89 0.29
F -4.75 4.82 0.81
F -6.07 5.79 -0.92
S -7.16 5.82 1.55
F -5.67 6.58 2.07
F -6.91 4.67 2.80
F -8.66 5.16 1.06
F -7.30 7.15 0.42
F -8.02 6.78 2.69
H 0.25 6.89 3.76
H 1.17 7.00 2.10
H 1.73 5.74 3.50
H 2.31 4.17 0.73
H 1.44 3.01 1.99
H 1.99 2.17 -0.84
H 0.35 3.11 -1.06
H -0.11 0.55 -0.79
H 1.61 0.74 1.94
H 1.87 -0.99 -0.59
H 3.06 -0.69 0.84
H 2.32 -3.25 0.34
H 0.55 -2.80 0.87
H -0.45 -1.50 2.51
H -0.09 0.16 3.22
H -2.47 -0.48 1.50
H -1.11 2.25 1.35
H -1.59 2.09 -1.33
H -2.57 2.98 0.01
H -3.61 1.03 -1.88
H -3.25 -0.23 -0.52
O -2.23 -7.35 -0.22
P -2.53 -8.82 0.14
O -1.12 -9.01 1.00
C -0.76 -8.07 2.00
C -1.49 -8.35 3.29
O -2.00 -9.41 -1.32
C -2.48 -8.80 -2.51
C -1.35 -8.01 -3.15
O -2.87 -10.47 0.54
C -1.87 -11.48 0.52
C -1.61 -11.94 1.95
H -0.94 -7.04 1.68
H 0.32 -8.17 2.17
H -2.58 -8.33 3.14
H -1.23 -7.62 4.06
H -1.24 -9.35 3.67
H -3.34 -8.16 -2.31
H -2.81 -9.59 -3.19
H -0.93 -7.28 -2.46
H -1.70 -7.49 -4.05
H -0.53 -8.68 -3.44
H -0.94 -11.15 0.04
H -2.26 -12.32 -0.07
H -2.15 -11.34 2.69
H -0.54 -11.90 2.18
H -1.92 -12.98 2.08
O 5.56 3.02 -3.03
P 5.18 4.50 -2.76
O 5.92 5.04 -4.16
C 5.64 4.42 -5.40
C 4.34 4.93 -5.98
O 6.44 4.76 -1.71
C 6.65 3.83 -0.66
C 7.91 3.03 -0.95
O 4.75 6.15 -2.47
C 5.65 7.22 -2.72
C 5.12 8.04 -3.89
H 5.62 3.33 -5.32
H 6.46 4.67 -6.08
H 3.51 4.76 -5.29
H 4.12 4.44 -6.93
H 4.40 6.01 -6.16
H 5.78 3.17 -0.54
H 6.77 4.39 0.27
H 7.86 2.54 -1.92
H 8.07 2.27 -0.18
H 8.78 3.69 -0.98
H 6.68 6.89 -2.91
H 5.68 7.84 -1.82
H 4.24 7.59 -4.35
H 5.90 8.17 -4.65
H 4.84 9.05 -3.55
*
```

---

# 5
Entry from the Open Molecules 2025 dataset: an isolated ion of composition C4H9N2 and charge +1 in a non-equilibrium geometry (the ωB97M-V functional and the def2-TZVPD basis).

Properties
Molecular weight (g/mol): 85.13
Maximum force (eV/Å): 5.91
Energy (a.u.): -266.94267
LUMO (eV): -3.373
Gap between HOMO and LUMO (eV): 11.26
Energy relative to the best compared isomer or geometry (same formula, charge and spin) (kJ/mol): 411.2
HOMO (Ha): -0.53780

The geometry in ORCA input format:
```
! wB97M-V def2-TZVPD RIJCOSX def2/J DEFGRID3
* xyz 1 1
C -1.79 1.81 -1.24
C -1.03 0.87 -0.97
C -0.21 -0.65 -0.48
N 1.20 -0.33 -0.73
C -0.18 -0.90 0.98
N 0.52 0.34 1.49
H -2.30 2.49 -1.81
H -0.64 -1.34 -1.20
H 1.74 -1.15 -0.78
H 1.47 0.16 -1.62
H 1.46 0.13 0.21
H 0.34 -1.87 1.11
H -1.19 -1.01 1.43
H -0.07 1.11 1.13
H 0.68 0.33 2.47
*
```

---

# 6
Entry from the Open Molecules 2025 dataset: a 11-piece molecular cluster, C42H66O31S overall in a non-equilibrium geometry (the ωB97M-V functional and the def2-TZVPD basis).

Properties
Molecular weight (g/mol): 1099.03
Maximum force (eV/Å): 2.17
Energy (a.u.): -4370.81019
LUMO (eV): 0.071
Gap between HOMO and LUMO (eV): 9.77
Energy relative to the best compared isomer or geometry (same formula, charge and spin) (kJ/mol): 0.0
HOMO (Ha): -0.35651

The geometry in ORCA input format:
```
! wB97M-V def2-TZVPD RIJCOSX def2/J DEFGRID3
* xyz 0 1
C 2.33 -2.37 2.28
C 3.67 -1.89 2.77
C 4.36 -2.72 3.85
O 5.75 -2.65 3.48
C 5.86 -2.20 2.20
O 6.89 -2.04 1.63
O 4.64 -1.98 1.69
H 1.73 -2.53 3.18
H 2.31 -3.15 1.52
H 1.85 -1.53 1.76
H 3.63 -0.84 3.06
H 4.10 -3.77 3.84
H 4.23 -2.29 4.84
C 5.29 -1.39 -2.54
C 3.87 -1.01 -2.17
C 3.84 -0.02 -0.97
O 3.12 1.10 -1.50
C 2.88 0.95 -2.80
O 2.28 1.74 -3.47
O 3.31 -0.23 -3.26
H 5.99 -0.56 -2.49
H 5.31 -1.81 -3.55
H 5.60 -2.23 -1.90
H 3.27 -1.90 -2.05
H 4.81 0.29 -0.61
H 3.26 -0.59 -0.25
C 0.90 -0.14 -6.17
C -0.13 -0.74 -5.21
C -0.45 0.12 -3.96
O -1.86 0.13 -3.91
C -2.39 -0.46 -5.01
O -3.56 -0.62 -5.16
O -1.41 -0.77 -5.88
H 1.87 -0.55 -5.87
H 0.96 0.93 -6.04
H 0.71 -0.47 -7.18
H 0.17 -1.74 -4.90
H -0.07 1.13 -4.08
H -0.01 -0.30 -3.06
C 7.80 -0.27 4.30
C 7.12 0.86 3.56
C 7.59 1.14 2.13
O 6.39 1.46 1.45
C 5.33 1.02 2.17
O 4.20 1.02 1.78
O 5.74 0.50 3.34
H 7.41 -0.35 5.31
H 8.88 -0.10 4.29
H 7.57 -1.22 3.81
H 7.16 1.78 4.16
H 8.07 0.26 1.69
H 8.27 1.98 2.12
C -2.29 5.03 -3.45
C -1.63 4.05 -2.49
C -0.21 4.47 -2.08
O -0.20 4.34 -0.66
C -1.47 4.24 -0.21
O -1.77 4.18 0.94
O -2.32 4.04 -1.23
H -1.61 5.18 -4.29
H -2.48 5.99 -2.98
H -3.23 4.62 -3.83
H -1.60 3.11 -3.04
H 0.04 5.49 -2.39
H 0.57 3.82 -2.49
C 0.94 4.11 4.93
C 1.47 2.98 4.09
C 2.77 2.33 4.60
O 2.54 0.94 4.44
C 1.21 0.72 4.27
O 0.71 -0.36 4.31
O 0.56 1.87 4.05
H 1.74 4.84 5.09
H 0.60 3.72 5.89
H 0.09 4.58 4.43
H 1.63 3.34 3.07
H 2.97 2.58 5.65
H 3.63 2.64 4.01
C -6.40 -0.39 -2.81
C -6.07 1.07 -2.63
C -4.66 1.28 -2.06
O -3.99 2.05 -3.08
C -4.82 2.30 -4.11
O -4.50 2.92 -5.07
O -6.00 1.67 -3.94
H -5.84 -0.79 -3.66
H -7.45 -0.56 -3.08
H -6.18 -0.98 -1.92
H -6.84 1.55 -2.02
H -4.13 0.34 -1.95
H -4.67 1.92 -1.17
C -0.59 -4.68 0.35
C -0.38 -4.86 -1.14
C -0.63 -3.60 -2.01
O 0.57 -3.40 -2.71
C 1.55 -4.19 -2.18
O 2.70 -4.09 -2.46
O 1.03 -5.11 -1.36
H -1.66 -4.84 0.57
H -0.29 -3.68 0.65
H -0.06 -5.44 0.91
H -0.93 -5.73 -1.51
H -0.87 -2.78 -1.34
H -1.50 -3.78 -2.63
C -3.74 -2.43 -0.14
C -4.64 -3.61 -0.34
C -4.86 -4.50 0.88
O -6.25 -4.83 0.81
C -6.88 -3.93 0.03
O -8.06 -3.84 -0.09
O -5.98 -3.17 -0.64
H -4.15 -1.72 0.58
H -3.57 -1.92 -1.09
H -2.72 -2.70 0.18
H -4.37 -4.19 -1.23
H -4.66 -4.04 1.85
H -4.29 -5.42 0.86
C -3.05 0.74 3.62
C -4.38 1.44 3.43
C -4.31 2.72 2.55
O -5.15 2.45 1.43
C -5.69 1.22 1.55
O -6.43 0.72 0.77
O -5.20 0.57 2.62
H -2.59 1.04 4.56
H -2.40 0.91 2.76
H -3.22 -0.33 3.70
H -4.84 1.67 4.38
H -3.27 2.91 2.28
H -4.70 3.58 3.08
C 0.92 1.25 0.89
S -0.11 -0.16 0.42
O 0.59 -0.95 -0.65
C -1.26 0.86 -0.52
H 0.31 1.90 1.52
H 1.33 1.79 0.04
H 1.68 0.85 1.55
H -1.57 1.73 0.07
H -2.15 0.26 -0.74
H -0.82 1.14 -1.47
*
```

---

# 7
Entry from the Open Molecules 2025 dataset: C8H17DyO3P2 as an isolated structure in a non-equilibrium geometry (the ωB97M-V functional and the def2-TZVPD basis).

Properties
Molecular weight (g/mol): 385.67
Maximum force (eV/Å): 3.37
Expectation value of S²: 9.77
Energy (a.u.): -2108.35496
LUMO (spin up / spin down) (eV): 0.183 / -0.038
Gap between HOMO and LUMO (spin up / spin down) (eV): 5.75 / 3.64
Energy relative to the best compared isomer or geometry (same formula, charge and spin) (kJ/mol): 0.0
HOMO (spin up / spin down) (Ha): -0.20464 / -0.13532

The geometry in ORCA input format:
```
! wB97M-V def2-TZVPD RIJCOSX def2/J DEFGRID3
* xyz 0 6
C -0.62 0.00 -3.40
C -1.43 1.02 -2.81
C -0.59 1.90 -2.07
C 0.76 1.44 -2.21
C 0.75 0.26 -3.03
Dy -0.40 -0.28 -0.87
P -0.27 -3.08 -1.08
H -0.96 -0.78 -4.07
H -2.50 1.16 -2.97
H -0.89 2.83 -1.57
H 1.63 -0.28 -3.38
H 1.65 1.97 -1.86
H 0.84 -3.72 -1.74
H -1.32 -3.71 -1.83
H -0.32 -3.91 0.09
C -1.95 -0.27 1.79
O -0.97 0.62 1.13
P 0.50 1.32 1.73
O 0.69 0.57 3.15
C -0.18 0.83 4.31
O 1.31 0.24 0.42
C 2.74 0.19 0.19
H -2.14 -1.15 1.16
H -2.87 0.30 1.91
H -1.57 -0.61 2.76
H -0.91 1.62 4.10
H -0.70 -0.10 4.58
H 0.46 1.14 5.15
H 3.12 1.17 -0.12
H 3.23 -0.14 1.12
H 2.94 -0.54 -0.60
*
```

---

# 8
Entry from the Open Molecules 2025 dataset: C2H8N3P2 as an isolated structure in a non-equilibrium geometry (the ωB97M-V functional and the def2-TZVPD basis).

Properties
Molecular weight (g/mol): 136.06
Maximum force (eV/Å): 1.48
Energy (a.u.): -927.58567
LUMO (eV): -6.138
Gap between HOMO and LUMO (eV): 6.86
Energy relative to the best compared isomer or geometry (same formula, charge and spin) (kJ/mol): 280.8
HOMO (Ha): -0.47784

The geometry in ORCA input format:
```
! wB97M-V def2-TZVPD RIJCOSX def2/J DEFGRID3
* xyz 1 1
C 0.31 0.36 0.47
C 2.48 -0.57 -0.22
N -1.29 1.72 -0.48
N 1.16 -0.58 0.35
N -3.07 -0.66 -0.62
P 0.23 2.01 -0.26
P -1.95 -0.15 0.34
H 2.52 -1.30 -1.04
H 2.73 0.42 -0.59
H 3.20 -0.88 0.54
H -1.89 2.35 -1.00
H 0.88 -1.49 0.74
H -3.65 0.02 -1.09
H -2.24 0.61 1.46
H -1.55 -1.38 0.85
*
```

---

# 9
Entry from the Open Molecules 2025 dataset: a 2-piece molecular cluster, C4H5IN2 overall in a non-equilibrium geometry (the ωB97M-V functional and the def2-TZVPD basis).

Properties
Molecular weight (g/mol): 208.00
Maximum force (eV/Å): 3.43
Energy (a.u.): -562.52456
LUMO (eV): -0.461
Gap between HOMO and LUMO (eV): 8.17
Energy relative to the best compared isomer or geometry (same formula, charge and spin) (kJ/mol): 238.5
HOMO (Ha): -0.31713

The geometry in ORCA input format:
```
! wB97M-V def2-TZVPD RIJCOSX def2/J DEFGRID3
* xyz 0 1
C -0.68 -0.22 1.57
C -0.97 0.61 0.33
I -2.91 1.63 0.49
C -0.14 1.02 -0.57
N 0.48 1.34 -1.56
H -0.19 0.33 2.32
H -1.44 -0.86 1.86
H 0.07 -0.92 1.24
H 0.87 2.23 -1.76
C 1.63 -1.70 -1.35
N 1.78 -2.18 -0.34
H 1.49 -1.27 -2.24
*
```